Entry from the Open Molecules 2025 dataset: C5H9NO in the gas phase (ωB97M-V with the def2-TZVPD basis set).

```
16
C5H9NO (ωB97M-V with the def2-TZVPD basis set)
C -0.24 1.51 -1.93
N -0.62 0.68 -0.78
C 0.40 -0.36 -0.65
C 0.29 0.67 0.37
C 0.23 -0.84 0.72
C -0.92 -1.51 1.42
O 1.51 -1.09 1.23
H -0.64 2.53 -1.85
H -0.71 1.03 -2.80
H 0.84 1.57 -2.13
H 1.16 -0.60 -1.37
H 0.42 1.29 1.22
H -0.69 -1.56 2.49
H -1.79 -0.87 1.27
H -1.15 -2.51 1.07
H 1.94 -0.26 0.89
```

Computed properties:
largest force on an atom	1.36	eV/Å
spin multiplicity	1
net charge	0
HOMO level	-8.38	eV
structure (SMILES)	CN1[C@H]2[C@@H]1[C@]2(C)O

Here are the Löwdin charges for atoms 1 to 4, given in e: -0.105, -0.055, -0.136, -0.133

=====

Entry from the Open Molecules 2025 dataset: a molecular structure, C32H37CuN5O2S2SeSi (ωB97M-V with the def2-TZVPD basis set).

```
81
C32H37CuN5O2S2SeSi (ωB97M-V with the def2-TZVPD basis set)
Cu -0.34 0.18 -0.32
S 0.19 1.19 6.62
C 1.35 2.40 6.99
C 2.04 2.80 5.90
C 1.64 2.11 4.72
C 0.64 1.21 4.94
C 0.00 0.34 3.97
C 0.19 0.59 2.59
N -0.29 -0.18 1.65
C -1.03 -1.26 1.99
C -1.31 -1.58 3.32
C -2.14 -2.72 3.61
C -2.66 -3.46 2.61
C -2.39 -3.15 1.24
C -2.93 -3.86 0.16
C -2.63 -3.50 -1.15
C -1.76 -2.40 -1.32
N -1.25 -1.73 -0.32
C -1.56 -2.07 0.94
C -3.19 -4.20 -2.29
C -4.01 -5.30 -2.30
C -4.36 -5.74 -3.60
C -3.80 -4.96 -4.57
S -2.85 -3.70 -3.91
C -0.77 -0.75 4.32
H 1.45 2.75 8.01
H 2.82 3.55 5.91
H 2.11 2.26 3.76
H 0.75 1.46 2.28
H -2.34 -2.95 4.64
H -3.31 -4.31 2.82
H -3.59 -4.70 0.36
H -1.47 -2.06 -2.31
H -4.36 -5.80 -1.41
H -4.99 -6.58 -3.81
H -3.89 -5.06 -5.64
H -0.98 -0.98 5.36
C 1.34 1.80 -2.86
C 0.56 0.49 -3.06
C -0.07 0.51 -4.46
C 1.55 -0.68 -2.97
O -0.50 0.35 -2.16
H 1.96 2.02 -3.72
H 1.97 1.73 -1.97
H 0.63 2.62 -2.72
H 0.69 0.57 -5.24
H -0.74 1.36 -4.54
H -0.66 -0.40 -4.60
H 2.35 -0.57 -3.70
H 1.03 -1.63 -3.15
H 1.98 -0.71 -1.97
C 5.01 -0.29 -1.45
Si 4.95 0.49 0.27
C 6.04 2.04 0.27
C 5.59 -0.76 1.53
Se 2.83 1.01 0.79
H 6.04 -0.48 -1.77
H 4.54 0.37 -2.19
H 4.47 -1.23 -1.46
H 7.05 1.81 -0.08
H 6.12 2.45 1.28
H 5.62 2.81 -0.38
H 6.66 -0.92 1.44
H 5.08 -1.72 1.39
H 5.38 -0.42 2.55
C -4.69 2.57 -1.21
N -3.32 2.85 -0.82
C -2.76 4.05 -1.08
C -1.46 4.31 -0.80
C -0.68 3.25 -0.26
N -1.24 2.07 0.00
C -2.56 1.81 -0.24
O -3.09 0.75 0.05
N 0.60 3.43 0.05
H -5.34 3.42 -0.95
H -5.02 1.69 -0.68
H -4.75 2.39 -2.29
H -3.41 4.80 -1.51
H -1.02 5.28 -1.00
H 1.09 4.24 -0.29
H 1.19 2.62 0.27
```

Computed properties:
largest force on an atom	0.59	eV/Å
<S²>	0.75
spin multiplicity	2
net charge	0
HOMO level (spin up / spin down)	-6.63 / -6.63	eV

Here are the Löwdin charges for atoms 1 to 4, given in e: 0.597, 1.041, -0.414, -0.175

=====

Entry from the Open Molecules 2025 dataset: a molecular structure, C3H3CdO3 (ωB97M-V with the def2-TZVPD basis set).

```
10
C3H3CdO3 (ωB97M-V with the def2-TZVPD basis set)
C -1.32 -0.17 0.05
O 1.53 0.31 -0.75
C 0.95 -0.77 -0.41
C -1.20 1.15 0.24
O -0.34 -0.96 -0.56
O 1.60 -1.65 0.23
H -2.06 -0.79 0.55
H -0.56 1.78 -0.36
H -1.80 1.60 1.03
Cd 3.20 -0.50 -0.02
```

Computed properties:
largest force on an atom	4.42	eV/Å
spin multiplicity	1
net charge	+1
HOMO level	-13.38	eV

Here are the Löwdin charges for atoms 1 to 4, given in e: -0.122, -0.100, -0.757, 0.069

=====

Entry from the Open Molecules 2025 dataset: C2H3BO3 in the gas phase (ωB97M-V with the def2-TZVPD basis set).

```
9
C2H3BO3 (ωB97M-V with the def2-TZVPD basis set)
B -0.99 -0.01 -0.03
C 1.10 0.74 0.06
C 1.63 -0.43 0.00
O -0.11 1.16 -0.15
O -0.58 -1.28 -0.06
O -2.36 0.23 0.13
H 1.96 1.37 0.39
H 2.23 -1.32 -0.03
H -2.89 -0.45 -0.31
```

Computed properties:
largest force on an atom	4.08	eV/Å
spin multiplicity	1
net charge	0
HOMO level (spin up / spin down)	-10.17 / -10.17	eV

Here are the Löwdin charges for atoms 1 to 4, given in e: -0.814, -0.270, 0.330, 0.164

=====

The calculation returns the following relative energy (zero: lowest compared OMol25 entry of this formula, charge and spin) values, one per record and in order: 486.2 0.0 0.0 391.7 kJ/mol.